[1]
# C17H55BN26O16

12 unconnected molecules or ions with the total composition C17H55BN26O16 in a non-equilibrium geometry (ωB97M-V with the def2-TZVPD basis set, OMol25).

Total energy = -90712.9249 eV
Kohn-Sham gap = 7.28 eV
SMILES = CCOCCOc1nnc(OB(O)O)nn1.NC(N)=O.NC(N)=O.NC(N)=O.NC(N)=O.NC(N)=O.NC(N)=O.NC(N)=O.NC(N)=O.NC(N)=O.NC(N)=O.NC(N)=O
E_HOMO = -0.32654 hartree

ORCA input file:
```
! RIJCOSX wB97M-V def2-TZVPD def2/J DEFGRID3
* xyz 0 1
C 1.68434 -3.05146 0.80736
C 1.95741 -2.58694 -0.62455
O 0.85268 -1.94065 -1.27571
C 0.59829 -0.67351 -0.71961
C -0.89114 -0.68598 -0.39113
O -1.34231 0.28318 0.59078
C -0.65641 1.39857 0.61207
N 0.00886 1.63569 1.71246
N 0.67576 2.77139 1.74233
C 0.63501 3.51505 0.66588
O 1.35447 4.61102 0.71908
B 1.70872 4.91117 2.05007
O 2.96686 4.67469 2.47973
O 0.81805 5.49268 2.92012
N -0.01828 3.28468 -0.44309
N -0.72904 2.16675 -0.46121
H 2.53508 -2.72906 1.39909
H 1.57267 -4.11535 0.90848
H 0.83120 -2.53776 1.23588
H 2.83136 -1.94546 -0.68767
H 2.17339 -3.46368 -1.22130
H 0.77028 0.07514 -1.48895
H 1.24134 -0.50158 0.13816
H -1.10925 -1.65523 0.02871
H -1.49418 -0.61500 -1.28535
H 3.11481 3.71105 2.46053
H 0.56551 4.80314 3.55180
C 3.45750 0.67207 2.29641
O 3.45837 1.53102 1.42392
N 4.54916 -0.08658 2.58624
N 2.34939 0.41753 3.06103
H 4.55782 -0.78741 3.30307
H 5.38896 0.07630 2.05279
H 1.52313 0.95915 2.87511
H 2.32082 -0.28012 3.78036
C -1.19219 -5.25760 -0.58779
O -0.22691 -5.55203 0.12038
N -1.10795 -4.30970 -1.54999
N -2.38986 -5.87568 -0.44166
H -1.87316 -4.04058 -2.14725
H -0.21968 -3.85316 -1.65712
H -2.44323 -6.57136 0.27512
H -3.20363 -5.69074 -0.99311
C -3.93532 4.36399 0.57878
O -4.19327 3.26973 1.05677
N -4.68348 5.47403 0.84337
N -2.87496 4.55321 -0.25823
H -4.48800 6.37968 0.46149
H -5.46949 5.36166 1.45619
H -2.32047 3.74907 -0.47678
H -2.63081 5.43822 -0.66093
C -0.93170 -9.63375 -0.07994
O -0.57276 -9.29789 -1.19379
N -1.25079 -10.93442 0.22115
N -1.04487 -8.75654 0.95870
H -1.54665 -11.23772 1.12895
H -1.17504 -11.60702 -0.51835
H -0.80908 -7.78922 0.77978
H -1.33265 -9.02352 1.88056
C 3.45839 -6.54556 -0.48467
O 3.21800 -5.78375 0.43329
N 2.52218 -7.41045 -0.96890
N 4.68037 -6.58730 -1.10816
H 2.68758 -8.04497 -1.72630
H 1.61005 -7.38563 -0.54344
H 5.38624 -5.95872 -0.77433
H 4.89507 -7.20409 -1.86767
C 6.77064 2.66480 2.98894
O 7.16399 1.56365 2.63612
N 7.53071 3.79081 2.85223
N 5.53999 2.85329 3.54128
H 7.22521 4.70375 3.13048
H 8.44050 3.68289 2.44459
H 4.95580 2.04632 3.65226
H 5.19203 3.74682 3.83578
C -3.97070 -2.53943 -4.13192
O -3.02973 -2.85268 -3.42094
N -3.86329 -1.57959 -5.09808
N -5.19976 -3.11658 -4.01593
H -4.62163 -1.30271 -5.69204
H -2.96911 -1.13864 -5.20804
H -5.31102 -3.82198 -3.31151
H -5.98616 -2.86775 -4.58504
C -5.45983 -8.17784 -0.28937
O -4.68323 -7.24100 -0.36124
N -5.32036 -9.29527 -1.06000
N -6.52456 -8.18281 0.56725
H -5.94277 -10.07945 -1.02063
H -4.54228 -9.31892 -1.69471
H -6.65019 -7.37339 1.14631
H -7.17383 -8.94219 0.64268
C 1.29061 9.16662 0.23948
O 1.29259 10.38874 0.20175
N 1.40181 8.47147 1.40503
N 1.17677 8.40350 -0.88446
H 1.40130 7.47238 1.45293
H 1.49039 8.99961 2.25304
H 1.09943 8.88630 -1.76035
H 1.17728 7.40033 -0.87694
C 4.46430 12.55504 -0.52494
O 5.06736 11.51336 -0.71832
N 5.03795 13.78028 -0.76319
N 3.18480 12.59210 -0.06191
H 4.56716 14.65157 -0.61383
H 5.98004 13.78611 -1.10544
H 2.72601 11.71014 0.12445
H 2.68204 13.44327 0.09990
C -5.65481 0.52255 -2.19071
O -6.46148 -0.00619 -2.93831
N -4.37807 0.82215 -2.58473
N -5.94531 0.85793 -0.90194
H -3.69974 1.25307 -1.98429
H -4.12121 0.58684 -3.52463
H -6.86737 0.65089 -0.56778
H -5.28479 1.29719 -0.28229
*
```

=====

[2]
# C4H8FN

A single C4H8FN molecule in a non-equilibrium geometry (ωB97M-V with the def2-TZVPD basis set, OMol25).

Total energy = -8483.8030 eV
Kohn-Sham gap = 10.34 eV
Relative energy (zero: lowest compared OMol25 entry of this formula, charge and spin) = 28.5 kcal/mol
SMILES = C=C(F)CCN
E_HOMO = -0.34181 hartree

ORCA input file:
```
! RIJCOSX wB97M-V def2-TZVPD def2/J DEFGRID3
* xyz 0 1
C 1.05012 0.44014 -0.30671
C 0.03297 -0.43817 0.50731
C -1.36723 0.03139 0.06878
C -2.57613 -0.47680 -0.24404
H 3.00601 0.84080 0.34523
H 2.79406 -0.46271 -0.66311
H 0.90769 0.45343 -1.37989
H 1.01894 1.44177 -0.02004
H 0.18020 -1.50710 0.35055
H 0.17886 -0.38638 1.55770
H -3.42572 0.12136 -0.13042
H -2.75124 -1.55506 -0.33371
N 2.39587 0.02369 0.05901
F -1.44442 1.47362 0.18934
*
```

=====

[3]
# C6H10OS

A single C6H10OS molecule in a non-equilibrium geometry (ωB97M-V with the def2-TZVPD basis set, OMol25).

Total energy = -19264.8641 eV
Kohn-Sham gap = 10.05 eV
Relative energy (zero: lowest compared OMol25 entry of this formula, charge and spin) = 49.9 kcal/mol
SMILES = C[C@@]1(C2(S)CC2)CO1
E_HOMO = -0.33994 hartree

ORCA input file:
```
! RIJCOSX wB97M-V def2-TZVPD def2/J DEFGRID3
* xyz 0 1
C -1.30287 -1.48190 0.93373
C -0.89039 -0.34416 -0.00113
C -1.65813 0.03886 -1.20575
C 0.51670 0.18807 0.10482
C 0.66135 1.71142 -0.20660
C 0.78988 1.17057 1.21844
H -0.73218 -2.40515 0.73592
H -2.36295 -1.67626 0.79048
H -1.13443 -1.18745 1.98090
H -2.47401 -0.60510 -1.48654
H -1.31085 0.68156 -2.02585
H 2.08156 -1.56450 0.60701
H -0.23305 2.33096 -0.36944
H 1.54257 1.95639 -0.76580
H 1.79339 1.12710 1.64822
H -0.01300 1.39841 1.93672
O -1.89598 0.69235 -0.00341
S 1.83198 -0.83074 -0.50534
*
```